# 1
Entry from OMol25: 4 unconnected molecules or ions with the total composition C4H5Cl11 at a distorted geometry (ωB97M-V/def2-TZVPD).

The energy above the lowest of the compared OMol25 structures with the same formula, charge and spin is 0.6764 eV. For the gap between HOMO and LUMO, the calculation gives 11.32 eV. The calculated total energy is -141974.862 eV. As for the SMILES: ClC(Cl)Cl.ClC(Cl)Cl.ClC(Cl)Cl.ClCCl.

Structure (ORCA input):
```
! RIJCOSX wB97M-V def2-TZVPD def2/J DEFGRID3
* xyz 0 1
Cl -5.12 -0.31 -3.58
Cl 6.06 2.04 2.05
Cl -2.34 -2.33 2.45
C -1.86 -3.81 3.44
Cl -4.86 0.73 -6.21
C -4.06 -0.24 -4.97
H -0.14 -0.12 -0.84
Cl 5.99 4.74 1.03
H 1.02 -0.43 0.39
Cl 4.60 4.14 3.55
H 4.25 3.17 1.46
Cl 1.81 0.63 -1.72
Cl 0.19 1.84 0.58
Cl -0.12 -4.11 3.24
H -2.06 -3.69 4.51
Cl -2.77 -5.25 2.82
H -3.96 -1.27 -5.32
Cl -2.48 0.44 -4.59
C 0.68 0.35 -0.30
C 5.16 3.47 1.99
*
```

Here are the natural (NBO) charges for atoms 1 to 5, given in e:
1 Cl 0.0230
2 Cl 0.0700
3 Cl -0.0159
4 C -0.2365
5 Cl 0.0159

# 2
Entry from OMol25: a molecular structure, C55H128Cl4CuN7O23P4 at a distorted geometry (ωB97M-V/def2-TZVPD).

For the gap between HOMO and LUMO, the calculation gives 3.35 eV. The calculated total energy is -248518.616 eV.

Structure (ORCA input):
```
! RIJCOSX wB97M-V def2-TZVPD def2/J DEFGRID3
* xyz 0 1
H 3.71 -11.75 2.13
H -9.49 -3.60 -0.15
C 13.18 -0.74 4.47
O -0.99 -3.16 -6.16
O -12.82 -1.24 1.23
C -3.87 2.27 0.20
C -4.03 -3.18 7.03
O -1.91 3.80 0.05
H 11.69 -1.61 0.90
H -0.16 -4.88 -6.09
H 5.26 -0.33 -6.95
C -7.78 8.90 -5.14
H -3.35 -1.77 -9.75
C -3.69 4.72 -10.36
C -12.31 -2.09 0.48
H 5.32 -1.55 9.34
O 10.05 -0.41 1.32
H -0.70 2.62 2.58
H 8.45 1.12 0.23
N 5.35 -4.29 1.23
H 5.26 -0.13 12.41
H 14.00 -0.72 3.76
H -3.59 -1.20 0.58
C 5.84 -5.58 1.27
P -5.11 9.28 -5.05
H -5.14 11.88 -8.04
H -4.93 5.40 10.22
C -1.38 5.52 -10.40
H -0.30 -2.69 -11.35
H 0.02 1.24 -0.67
H -2.11 5.91 -12.89
O -4.75 10.75 -5.70
C 4.79 -3.78 -0.01
C -0.02 1.64 0.35
H 0.39 2.65 0.37
H -3.02 -3.20 7.44
H -4.21 -2.11 6.87
C 11.01 -0.91 0.42
H 6.12 -5.79 2.32
H -11.00 -3.48 -1.17
H -0.93 0.89 2.99
H -8.19 9.82 -4.73
C -4.39 11.09 -8.04
O -7.37 -3.98 8.10
O 0.64 -11.68 6.22
H -4.23 0.52 -1.12
H -3.96 -3.61 6.03
C -1.44 1.53 0.90
C -2.97 4.66 9.77
H 1.06 -7.62 7.01
H -5.09 -1.73 -9.80
H -4.87 12.15 -2.27
Cu -1.08 3.88 -4.02
C -1.20 -4.56 -6.11
Cl -5.14 3.59 8.68
C 9.77 2.79 0.40
O -1.00 -12.06 4.27
H 2.72 -13.22 2.49
H 7.91 1.43 -6.70
H -10.93 -1.94 2.75
H 7.46 2.78 -7.72
H -4.16 -5.85 7.61
H 1.83 -10.38 2.22
O -0.06 -9.71 4.83
H -4.73 9.10 -1.98
O 10.74 2.05 1.14
H 4.03 -0.81 10.10
H 6.87 0.30 12.13
H -0.17 -11.95 9.42
H 6.31 -1.36 11.75
H -3.77 10.11 -3.06
H -4.14 -0.67 -7.56
N -5.10 -3.86 7.72
C -4.75 9.99 -2.60
H 5.00 -2.71 -0.02
C 6.45 1.36 9.91
C -3.36 -0.16 0.83
H 0.98 -10.81 8.69
H 13.31 0.06 5.20
H 1.22 -2.17 -10.71
H -3.96 -4.99 9.02
C 1.06 -8.66 6.68
H 0.80 -7.92 4.57
H 11.64 -0.10 0.07
H -4.54 4.08 -0.86
H -2.26 4.07 -12.71
C 10.37 -1.63 -0.78
Cl -2.08 3.20 9.29
H 2.59 7.76 3.79
C 2.76 -12.27 1.97
H 1.26 -12.51 8.52
O 7.16 2.07 10.54
H 5.13 -4.35 -0.86
H 9.45 1.31 -1.21
H 1.97 -9.14 7.04
C -4.37 4.49 9.99
H -10.92 -3.60 2.75
H -0.94 -0.94 -9.90
H 5.93 -3.88 3.18
H 5.94 0.15 -5.50
H -5.68 2.53 1.47
H -1.06 -11.06 7.21
H 8.08 2.35 -0.96
C -10.60 -2.77 2.13
N 5.82 0.24 10.37
H -2.32 1.88 2.81
C 0.99 -8.83 5.14
C 0.46 -11.76 8.55
C -4.22 0.80 -0.07
H 3.70 -3.85 0.05
H -2.12 -5.88 -4.58
H 11.00 -0.64 4.45
H -2.98 5.26 8.85
H 3.51 5.61 4.72
H 10.97 -1.55 -1.69
H -10.86 -4.65 0.15
C -2.68 5.06 -12.50
H -4.30 -3.20 -9.44
H 4.21 0.56 -5.94
C -4.27 -1.73 -7.77
C -4.54 3.00 -1.03
C 5.02 2.92 -6.73
C 4.92 -0.55 9.54
H -4.51 3.78 10.81
O 3.95 3.03 -6.17
H -4.41 3.78 1.75
H 5.73 -2.41 2.24
C 3.25 6.43 5.39
N 5.79 1.81 -6.74
C 11.83 -0.71 3.76
H -3.69 5.06 -12.89
O -3.30 -2.55 -7.08
C -1.89 -4.83 -4.75
H -5.61 2.79 -1.10
H 1.96 -9.15 4.75
H -6.29 -2.35 7.34
O -4.80 4.44 -10.77
H -6.26 11.27 -1.47
H -1.77 -5.02 -6.93
H -3.44 4.67 -9.29
H 2.91 5.91 6.29
H 0.19 -9.11 7.16
H 7.06 1.08 -8.17
H -9.57 7.81 -5.31
H -8.39 7.29 -6.51
H 5.59 3.69 -7.29
H -1.48 5.83 -9.36
H -3.61 11.42 -8.73
P 10.35 0.87 2.23
H -5.23 -1.96 -7.31
H 1.29 6.95 4.56
H -2.42 5.31 10.46
H -9.51 -2.81 2.15
H -9.29 8.81 -6.71
H -0.95 6.41 -10.86
H -2.87 -4.36 -4.84
C -5.20 11.25 -1.75
C -3.73 10.90 -6.68
H -4.37 2.11 2.33
P -1.75 -2.09 -7.19
C 5.25 0.51 -6.26
H -1.15 -0.63 1.03
O 1.53 -11.57 3.90
C -4.61 2.74 1.48
C -0.30 -11.83 7.26
H 11.58 -1.64 3.25
Cl 4.73 7.48 5.66
H 6.21 1.58 8.86
H -1.34 -4.48 -3.88
H 9.23 3.34 1.18
C -4.72 -5.17 8.26
C 7.13 1.80 -7.36
H 13.13 -1.66 5.06
H 0.66 -11.65 1.99
C -4.25 -2.13 -9.25
H 10.29 3.51 -0.23
H 0.49 -3.66 -10.07
N -11.15 -2.73 0.73
Cl 2.05 8.81 5.84
H -0.56 4.79 -10.44
O 11.74 0.44 2.96
H -5.24 0.58 0.24
H -5.51 -5.67 8.81
C -8.79 8.16 -5.99
C -1.32 1.73 2.42
C 1.62 -11.42 2.45
C -6.33 -3.35 7.80
O 5.98 -6.35 0.33
H -0.69 -12.84 7.14
H 10.07 -2.65 -0.53
C -10.57 -3.65 -0.18
O -5.66 9.66 -3.61
H -3.53 -0.08 1.90
H -7.62 8.30 -4.25
H -4.09 2.74 -1.98
H -12.69 -2.42 -0.50
O 9.12 1.12 3.06
H -1.72 -0.12 -0.50
O -6.53 8.93 -5.78
H 2.76 -12.50 0.90
C 0.28 -2.65 -10.43
H -4.92 10.24 -8.45
H 9.47 -1.06 -0.97
H 4.30 -3.31 2.88
O -1.57 -0.66 -6.87
H -4.68 11.15 -0.80
C 8.90 1.85 -0.44
N -2.38 2.45 0.19
N -2.65 5.12 -11.07
H 4.63 0.03 8.67
C 6.07 -0.30 11.70
O -3.95 8.29 -5.13
H 0.57 0.99 1.00
C -0.41 -1.76 -9.43
H 0.29 -1.28 -8.75
C -1.85 0.07 0.57
H -3.25 9.93 -6.76
C 5.29 -3.39 2.44
H -3.07 11.76 -6.53
P 0.15 -11.31 4.73
C 2.25 7.40 4.76
O -1.26 -2.58 -8.70
*
```

Here are the Löwdin charges for atoms 1 to 5, given in e:
1 H 0.0787
2 H 0.0899
3 C -0.0564
4 O -0.2071
5 O -0.0081

# 3
Entry from OMol25: C15H18BrN3O in the gas phase at a distorted geometry (ωB97M-V/def2-TZVPD).

For the gap between HOMO and LUMO, the calculation gives 8.88 eV. The calculated total energy is -92405.583 eV. As for the SMILES: CC(C)(C)[C@H](Cc1ccc(Br)cc1)C(=O)n1cncn1.

Structure (ORCA input):
```
! RIJCOSX wB97M-V def2-TZVPD def2/J DEFGRID3
* xyz 0 1
C 2.47 -2.72 0.64
H 0.03 -1.79 -0.27
C 2.10 -1.22 2.44
H 2.71 -1.85 3.11
H -4.43 -2.03 -0.10
H 0.87 -3.90 2.45
N -4.23 -0.27 0.90
C -0.29 1.15 -1.95
O -0.48 0.60 1.99
H -0.19 -3.50 1.20
C -0.45 0.46 -4.35
C -3.07 0.20 1.40
C 0.92 -0.81 -2.82
H 1.62 -1.61 -2.63
N -2.01 -0.66 1.07
H 1.22 0.88 0.26
C 0.60 0.02 -1.71
H 0.26 -1.47 -4.85
H -0.50 1.91 -1.20
Br -1.14 1.01 -6.03
C 1.26 -0.07 -0.35
H -1.47 1.99 -3.50
H 3.05 -3.27 1.40
C 0.44 -1.14 0.48
C 0.27 -0.62 -4.08
H 3.17 -2.04 0.13
C 1.31 -1.98 1.38
C -0.71 -0.39 1.25
H -0.25 -2.61 2.76
N -2.47 -1.64 0.29
C -0.79 1.25 -3.24
H 1.36 -0.68 3.12
H -2.78 1.18 1.85
H 2.13 -3.37 -0.19
C 0.36 -3.05 2.00
C -3.76 -1.43 0.32
H 2.38 -0.36 -0.53
H 2.85 -0.50 1.89
*
```

Here are the natural (NBO) charges for atoms 1 to 5, given in e:
1 C -0.6103
2 H 0.2442
3 C -0.6240
4 H 0.2159
5 H 0.1869